C7H8CuO4S | ωB97M-V/def2-TZVPD

Computed properties:
Highest occupied orbital energy (spin up / spin down)   -9.777 / -9.713 eV
Frontier orbital gap (spin up / spin down)   9.28 / 7.13 eV
Total energy   -2611.11314 a.u.

```
! RIJCOSX wB97M-V def2-TZVPD def2/J DEFGRID3
* xyz 0 2
Cu 0.134 1.011 -0.270
C 1.365 -1.380 -1.188
C 0.476 -1.284 0.045
C 0.937 -0.542 1.131
C 0.104 -0.338 2.231
C -1.211 -0.710 2.094
C -1.636 -1.571 1.081
C -0.798 -1.792 0.012
H 2.007 -2.252 -1.176
H 1.971 -0.478 -1.341
H 0.724 -1.460 -2.056
H 1.956 -0.209 1.202
H 0.361 0.316 3.085
H -1.885 -0.226 2.773
H -2.670 -1.885 1.021
H -1.158 -2.435 -0.755
O 0.853 3.666 -2.550
S -0.142 3.160 -1.636
O -1.372 3.885 -1.520
O 0.495 2.920 -0.250
O -0.509 1.604 -1.933
*
```

Results of the Mulliken charge analysis, in e, for atoms 1 through 4: 0.410 -1.216 0.806 -0.590



C29H46Cl12F2I2N2O5P2S2Si | ωB97M-V/def2-TZVPD

Computed properties:
Highest occupied orbital energy   -7.895 eV
Frontier orbital gap   7.61 eV
Total energy   -9703.82524 a.u.
SMILES string   CCP(C)[C@]1(C(F)(F)CC[Si](C)(C)c2ccccc2)[C@H](S)[C@](OC[C@@H](C)O)([PH2]=N)S(=O)(=O)O[C@]1(CN)/C(I)=C(/C)I.ClC(Cl)Cl.ClC(Cl)Cl.ClC(Cl)Cl.ClC(Cl)Cl

```
! RIJCOSX wB97M-V def2-TZVPD def2/J DEFGRID3
* xyz 0 1
C 0.594 -0.500 6.091
C -0.031 0.283 4.837
P 1.160 0.340 3.328
C 2.041 1.969 3.684
C 0.196 0.307 1.638
C -1.313 0.805 1.691
F -1.628 1.691 2.807
F -1.701 1.660 0.564
C -2.521 -0.234 1.735
C -3.043 -0.818 0.327
Si -4.860 -1.439 0.681
C -4.950 -2.277 2.437
C -5.397 -2.833 -0.554
C -6.152 -0.035 0.702
C -6.151 1.098 1.774
C -7.263 2.204 1.776
C -8.384 2.195 0.705
C -8.403 1.090 -0.372
C -7.298 0.012 -0.353
C 0.301 -1.320 1.374
S -0.139 -2.360 2.883
C 1.680 -1.932 0.876
O 1.443 -2.560 -0.441
C 0.790 -3.839 -0.376
C 1.792 -5.033 -0.873
C 3.095 -4.393 -1.597
O 2.164 -5.960 0.171
P 2.538 -3.233 2.003
N 3.038 -2.718 3.426
S 3.058 -0.728 0.483
O 3.621 -0.928 -0.921
O 4.296 -0.943 1.350
O 2.478 0.728 0.870
C 1.083 1.043 0.464
C 0.702 0.704 -1.032
N -0.488 -0.119 -1.352
C 1.208 2.654 0.553
I 0.083 4.117 1.690
C 2.231 3.311 -0.231
C 2.471 4.915 -0.154
I 3.615 2.389 -1.622
H 1.429 0.160 6.523
H -0.194 -0.753 6.876
H 1.026 -1.488 5.674
H -0.340 1.356 5.146
H -1.032 -0.230 4.569
H 2.745 1.761 4.581
H 2.711 2.366 2.855
H 1.276 2.727 4.078
H -2.488 -1.010 2.569
H -3.439 0.410 2.051
H -3.169 -0.049 -0.500
H -2.506 -1.754 -0.038
H -4.794 -1.425 3.183
H -4.049 -2.984 2.498
H -5.957 -2.796 2.551
H -6.439 -3.176 -0.180
H -5.485 -2.458 -1.629
H -4.729 -3.760 -0.482
H -5.393 1.171 2.620
H -7.248 3.012 2.578
H -9.181 3.011 0.754
H -9.212 1.010 -1.166
H -7.343 -0.811 -1.144
H -0.503 -1.653 0.622
H -1.321 -3.053 2.640
H 0.228 -4.088 0.583
H -0.029 -3.820 -1.198
H 1.249 -5.639 -1.697
H 2.749 -3.772 -2.501
H 3.780 -5.220 -2.004
H 3.713 -3.736 -0.902
H 1.345 -6.116 0.687
H 3.695 -3.672 1.265
H 1.718 -4.411 2.201
H 4.074 -2.787 3.473
H 0.487 1.710 -1.572
H 1.554 0.274 -1.689
H -0.262 -0.774 -2.120
H -1.255 0.457 -1.730
H 3.337 5.265 -0.806
H 2.756 5.219 0.926
H 1.546 5.496 -0.526
C 5.155 3.990 -4.847
Cl 6.298 5.254 -4.373
Cl 4.141 4.539 -6.188
Cl 6.012 2.503 -5.279
H 4.511 3.770 -3.999
C -0.612 7.927 -1.092
Cl -0.734 6.385 -1.952
Cl 0.250 7.720 0.439
Cl 0.192 9.139 -2.100
H -1.619 8.277 -0.873
C 6.650 -1.330 -6.509
Cl 6.146 -2.659 -5.454
Cl 8.239 -1.664 -7.211
Cl 5.453 -1.057 -7.784
H 6.723 -0.426 -5.908
C 2.347 -1.094 -5.569
Cl 1.787 -1.546 -3.951
Cl 3.507 0.239 -5.470
Cl 3.059 -2.492 -6.391
H 1.490 -0.757 -6.148
*
```

Results of the Mulliken charge analysis, in e, for atoms 1 through 4: -1.026 -0.267 0.496 -1.161



C36H68BrN7O5 | ωB97M-V/def2-TZVPD

Computed properties:
Highest occupied orbital energy   -8.847 eV
Frontier orbital gap   8.42 eV
Total energy   -4745.91536 a.u.
SMILES string   Cc1ccc(Cc2ccc3nc(Br)cnc3c2)cc1.COC[C@@H](C)N.COC[C@@H](C)N.COC[C@@H](C)N.COC[C@@H](C)N.COC[C@@H](C)N

```
! RIJCOSX wB97M-V def2-TZVPD def2/J DEFGRID3
* xyz 0 1
C 1.910 -0.504 -3.677
C 0.569 0.246 -3.838
C -0.026 0.813 -2.712
C -1.268 1.473 -2.793
C -1.883 1.540 -4.040
C -3.270 2.199 -4.219
C -4.299 1.050 -4.126
C -4.351 0.251 -2.908
C -5.256 -0.763 -2.760
C -6.181 -1.111 -3.813
N -7.056 -2.140 -3.561
C -7.816 -2.310 -4.609
Br -9.183 -3.686 -4.458
C -7.764 -1.608 -5.860
N -6.909 -0.634 -6.072
C -6.101 -0.358 -5.004
C -5.166 0.725 -5.134
C -1.269 1.003 -5.184
C -0.032 0.347 -5.111
H 1.693 -1.548 -3.978
H 2.137 -0.553 -2.598
H 2.718 -0.058 -4.274
H 0.430 0.755 -1.717
H -1.721 1.907 -1.893
H -3.489 2.863 -3.361
H -3.340 2.733 -5.178
H -3.640 0.522 -2.119
H -5.224 -1.309 -1.810
H -8.462 -1.858 -6.667
H -5.167 1.289 -6.074
H -1.759 1.091 -6.160
H 0.439 -0.069 -6.008
C -1.857 -3.280 1.586
C -0.984 -2.345 0.756
C -1.088 -0.866 1.168
O -2.276 -0.214 0.749
C -3.416 -0.477 1.551
N -1.303 -2.531 -0.662
H -2.906 -3.246 1.292
H -1.528 -4.313 1.458
H -1.791 -3.041 2.650
H 0.056 -2.650 0.913
H -0.274 -0.323 0.678
H -0.941 -0.739 2.249
H -3.156 -0.585 2.607
H -3.938 -1.367 1.194
H -4.098 0.367 1.445
H -0.643 -1.990 -1.217
H -2.195 -2.073 -0.832
C -10.406 1.634 -1.049
C -9.193 1.865 -0.152
C -7.925 1.134 -0.624
O -7.914 -0.260 -0.372
C -8.660 -1.038 -1.296
N -9.546 1.504 1.226
H -10.873 0.663 -0.880
H -11.169 2.389 -0.849
H -10.136 1.706 -2.105
H -8.973 2.936 -0.177
H -7.078 1.536 -0.060
H -7.718 1.334 -1.684
H -8.609 -0.629 -2.307
H -9.699 -1.123 -0.971
H -8.236 -2.040 -1.305
H -8.778 1.764 1.840
H -9.565 0.488 1.278
C 6.279 0.711 0.322
C 4.862 0.549 0.859
C 3.771 0.685 -0.217
O 3.516 2.012 -0.641
C 4.447 2.527 -1.576
N 4.658 1.499 1.959
H 6.546 1.754 0.148
H 7.001 0.318 1.039
H 6.411 0.162 -0.614
H 4.786 -0.464 1.268
H 2.828 0.333 0.216
H 3.977 0.038 -1.080
H 4.804 1.756 -2.265
H 5.288 2.995 -1.061
H 3.942 3.303 -2.153
H 3.755 1.315 2.390
H 4.543 2.422 1.545
C 3.237 2.385 7.780
C 2.094 2.630 6.798
C 2.433 2.256 5.345
O 3.277 3.175 4.676
C 4.657 3.053 4.987
N 1.663 4.028 6.912
H 4.002 3.158 7.733
H 2.857 2.379 8.803
H 3.713 1.419 7.597
H 1.260 1.992 7.108
H 1.499 2.253 4.775
H 2.843 1.239 5.279
H 4.949 2.013 5.152
H 4.905 3.664 5.857
H 5.223 3.441 4.141
H 0.832 4.162 6.343
H 2.367 4.600 6.450
C 10.288 -4.272 1.555
C 8.790 -4.107 1.790
C 8.018 -3.613 0.554
O 8.179 -2.235 0.264
C 9.384 -1.906 -0.404
N 8.585 -3.225 2.945
H 10.822 -3.322 1.570
H 10.724 -4.891 2.340
H 10.486 -4.761 0.598
H 8.392 -5.094 2.042
H 6.950 -3.743 0.753
H 8.246 -4.221 -0.331
H 9.690 -2.687 -1.105
H 10.181 -1.710 0.317
H 9.214 -0.984 -0.961
H 7.594 -3.206 3.172
H 8.782 -2.275 2.641
*
```

Results of the Mulliken charge analysis, in e, for atoms 1 through 4: -1.303 0.848 -0.294 -0.513



C6H8 | ωB97M-V/def2-TZVPD

Computed properties:
Highest occupied orbital energy   -9.002 eV
Frontier orbital gap   10.25 eV
Total energy   -233.35762 a.u.
SMILES string   C1=C[C@H]2C[C@H]2C1

```
! RIJCOSX wB97M-V def2-TZVPD def2/J DEFGRID3
* xyz 0 1
C -1.572 0.320 0.122
C -0.327 0.653 -0.681
C 1.120 0.813 -0.235
C 1.290 -0.269 0.806
C 0.324 -1.179 0.687
C -0.674 -0.781 -0.360
H -1.690 0.434 1.197
H -2.488 0.494 -0.441
H -0.564 1.048 -1.663
H 1.482 1.808 0.040
H 1.691 0.498 -1.123
H 2.117 -0.302 1.511
H 0.209 -2.068 1.300
H -0.917 -1.471 -1.160
*
```

Results of the Mulliken charge analysis, in e, for atoms 1 through 4: -0.723 -0.283 -0.505 -0.431



C26H35CaGe2N2O2S2 | ωB97M-V/def2-TZVPD

Computed properties:
Highest occupied orbital energy   -10.185 eV
Frontier orbital gap   7.46 eV
Total energy   -6899.36686 a.u.

```
! RIJCOSX wB97M-V def2-TZVPD def2/J DEFGRID3
* xyz 1 1
Ca -0.204 0.240 -0.030
O 4.250 -0.602 -0.156
C 4.688 0.677 -0.106
C 6.071 0.867 -0.141
C 6.603 2.136 -0.093
C 5.765 3.250 -0.006
C 4.403 3.064 0.028
C 3.833 1.782 -0.023
C 2.364 1.632 0.008
O 1.887 0.398 -0.046
N 1.643 2.705 0.078
N 0.238 2.517 0.079
C -0.353 3.660 0.068
S -2.103 3.728 0.154
C -2.199 5.446 -0.415
C -1.022 6.177 0.206
S 0.478 5.176 -0.017
H 3.279 -0.559 -0.123
H 6.698 -0.011 -0.206
H 7.677 2.265 -0.123
H 6.180 4.247 0.033
H 3.741 3.915 0.098
H -3.150 5.855 -0.081
H -2.154 5.471 -1.503
H -1.186 6.347 1.270
H -0.854 7.135 -0.282
C -4.581 0.032 2.035
C -3.121 0.114 1.576
Ge -2.834 -0.979 -0.047
C -3.112 0.109 -1.674
C -4.568 0.028 -2.145
C -3.721 -2.719 -0.037
C -2.754 -3.674 -0.025
Ge -1.079 -2.654 -0.021
C 0.020 -2.591 1.618
C 0.524 -3.956 2.100
C 0.050 -2.633 -1.640
C 0.552 -4.013 -2.080
C -2.935 -5.134 -0.013
C -1.820 -5.966 0.021
C -1.960 -7.346 0.034
C -3.224 -7.911 0.012
C -4.347 -7.092 -0.023
C -4.205 -5.717 -0.036
H -4.746 0.642 2.924
H -4.861 -0.993 2.279
H -5.267 0.387 1.264
H -2.469 -0.238 2.382
H -2.861 1.162 1.391
H -2.453 -0.244 -2.474
H -2.851 1.156 -1.481
H -4.848 -0.998 -2.387
H -4.723 0.633 -3.038
H -5.260 0.388 -1.382
H -4.783 -2.946 -0.039
H -0.569 -2.122 2.412
H 0.895 -1.946 1.445
H -0.308 -4.618 2.341
H 1.138 -3.850 2.994
H 1.135 -4.451 1.343
H 0.925 -1.989 -1.466
H -0.520 -2.178 -2.456
H 1.147 -4.492 -1.301
H 1.181 -3.934 -2.966
H -0.280 -4.676 -2.318
H -0.820 -5.543 0.038
H -1.080 -7.975 0.061
H -3.339 -8.987 0.022
H -5.337 -7.527 -0.040
H -5.088 -5.093 -0.064
*
```

Results of the Mulliken charge analysis, in e, for atoms 1 through 4: 1.845 -0.705 0.457 -0.714



C15H17F5N2O6PtS7 | ωB97M-V/def2-TZVPD

Computed properties:
Highest occupied orbital energy (spin up / spin down)   -7.668 / -9.166 eV
Frontier orbital gap (spin up / spin down)   6.04 / 5.09 eV
Total energy   -4548.57102 a.u.

```
! RIJCOSX wB97M-V def2-TZVPD def2/J DEFGRID3
* xyz 0 5
Pt 0.556 2.335 0.587
N -0.278 3.486 2.424
C -1.712 3.392 2.712
C -2.154 1.950 2.935
C -2.306 1.124 1.662
N -1.006 0.793 1.071
H 0.294 3.038 3.136
H 0.019 4.449 2.323
H -2.246 3.813 1.859
H -1.970 3.992 3.590
H -3.118 1.961 3.448
H -1.449 1.449 3.607
H -2.877 1.685 0.919
H -2.860 0.208 1.887
H -1.081 0.328 0.172
H -0.454 0.200 1.688
O 2.554 -0.013 3.993
S 2.510 0.235 2.573
O 3.751 0.542 1.930
O 1.432 1.252 2.318
C 1.883 -1.335 1.888
C 1.635 -2.303 2.866
C 1.122 -3.549 2.555
C 0.838 -3.865 1.237
C 1.091 -2.929 0.254
C 1.614 -1.671 0.557
S 1.785 -0.662 -0.916
O 2.463 -1.522 -1.885
O 0.356 -0.438 -1.283
O 2.465 0.570 -0.616
H 1.863 -2.042 3.888
H 0.950 -4.271 3.342
H 0.432 -4.833 0.975
H 0.892 -3.168 -0.782
F -0.219 3.143 -2.115
C -0.223 3.610 -0.814
F -1.559 3.898 -0.559
C 0.460 4.985 -0.910
F -0.170 5.810 -1.753
F 0.476 5.591 0.297
F 1.720 4.857 -1.321
C 1.797 -3.320 -4.181
S 0.713 -1.971 -3.713
C -0.820 -2.574 -4.028
C -1.901 -1.766 -3.642
S -1.724 -0.279 -2.851
S -3.472 -2.401 -3.988
C -2.955 -3.927 -4.668
S -3.987 -5.046 -5.202
S -1.218 -4.114 -4.701
H 1.715 -3.528 -5.246
H 1.578 -4.206 -3.587
H 2.792 -2.962 -3.932
*
```

Results of the Mulliken charge analysis, in e, for atoms 1 through 4: 1.711 -0.569 -0.584 -0.573



What did the fifth record say?
C26H35CaGe2N2O2S2 | ωB97M-V/def2-TZVPD

Computed properties:
Highest occupied orbital energy   -10.185 eV
Frontier orbital gap   7.46 eV
Total energy   -6899.36686 a.u.

```
! RIJCOSX wB97M-V def2-TZVPD def2/J DEFGRID3
* xyz 1 1
Ca -0.204 0.240 -0.030
O 4.250 -0.602 -0.156
C 4.688 0.677 -0.106
C 6.071 0.867 -0.141
C 6.603 2.136 -0.093
C 5.765 3.250 -0.006
C 4.403 3.064 0.028
C 3.833 1.782 -0.023
C 2.364 1.632 0.008
O 1.887 0.398 -0.046
N 1.643 2.705 0.078
N 0.238 2.517 0.079
C -0.353 3.660 0.068
S -2.103 3.728 0.154
C -2.199 5.446 -0.415
C -1.022 6.177 0.206
S 0.478 5.176 -0.017
H 3.279 -0.559 -0.123
H 6.698 -0.011 -0.206
H 7.677 2.265 -0.123
H 6.180 4.247 0.033
H 3.741 3.915 0.098
H -3.150 5.855 -0.081
H -2.154 5.471 -1.503
H -1.186 6.347 1.270
H -0.854 7.135 -0.282
C -4.581 0.032 2.035
C -3.121 0.114 1.576
Ge -2.834 -0.979 -0.047
C -3.112 0.109 -1.674
C -4.568 0.028 -2.145
C -3.721 -2.719 -0.037
C -2.754 -3.674 -0.025
Ge -1.079 -2.654 -0.021
C 0.020 -2.591 1.618
C 0.524 -3.956 2.100
C 0.050 -2.633 -1.640
C 0.552 -4.013 -2.080
C -2.935 -5.134 -0.013
C -1.820 -5.966 0.021
C -1.960 -7.346 0.034
C -3.224 -7.911 0.012
C -4.347 -7.092 -0.023
C -4.205 -5.717 -0.036
H -4.746 0.642 2.924
H -4.861 -0.993 2.279
H -5.267 0.387 1.264
H -2.469 -0.238 2.382
H -2.861 1.162 1.391
H -2.453 -0.244 -2.474
H -2.851 1.156 -1.481
H -4.848 -0.998 -2.387
H -4.723 0.633 -3.038
H -5.260 0.388 -1.382
H -4.783 -2.946 -0.039
H -0.569 -2.122 2.412
H 0.895 -1.946 1.445
H -0.308 -4.618 2.341
H 1.138 -3.850 2.994
H 1.135 -4.451 1.343
H 0.925 -1.989 -1.466
H -0.520 -2.178 -2.456
H 1.147 -4.492 -1.301
H 1.181 -3.934 -2.966
H -0.280 -4.676 -2.318
H -0.820 -5.543 0.038
H -1.080 -7.975 0.061
H -3.339 -8.987 0.022
H -5.337 -7.527 -0.040
H -5.088 -5.093 -0.064
*
```

Results of the Mulliken charge analysis, in e, for atoms 1 through 4: 1.845 -0.705 0.457 -0.714



> The lowest total energy belongs to which entry?

C29H46Cl12F2I2N2O5P2S2Si